12
Properties=species:S:1:pos:R:3:forces:R:3 method="wB97M-V/def2-TZVPD" orbital_gap_ev=9.03 total_charge=+1 smiles="[NH3+]C1(OO)N=NN=N1" e_homo_ev=-14.87 max_force_ev_per_a=3.6
N -0.8035 -0.3168 -1.3811 0.790 -0.453 3.461
C 0.1048 0.1586 -0.0424 -1.167 -0.992 0.310
O -0.8675 0.0026 0.8973 -1.416 -0.885 -0.301
O -0.4904 -0.0391 2.2776 0.922 0.258 -0.100
N 0.6659 1.5246 0.0201 -1.589 0.556 -1.020
N 1.8320 1.4777 0.2031 1.361 1.124 0.122
N 2.2917 -0.0598 0.1370 1.681 0.316 0.416
N 1.3119 -0.7024 0.0503 -1.832 -1.950 -0.629
H -0.4784 -1.2643 -1.6553 -0.138 0.552 0.199
H -0.7040 0.3218 -2.1262 0.152 1.102 -1.293
H -1.8004 -0.3593 -1.0453 1.027 0.087 -0.366
H -1.0621 -0.7437 2.6649 0.209 0.284 -0.799